No. 1
The following is a DFT calculation (ωB97M-V/def2-TZVPD) of C17H16N4O2SSbSe4Zn as an isolated structure.

Structure (ORCA input):
```
! wB97M-V def2-TZVPD RIJCOSX def2/J DEFGRID3
* xyz -1 1
Sb -3.80 -1.10 -0.83
Se -4.56 -3.16 0.18
Se -3.31 0.68 0.94
Se -1.29 -1.47 -1.48
Se -4.94 -0.15 -2.74
Zn -1.04 0.21 0.13
S 2.34 0.10 -0.37
O -0.71 -5.66 4.72
O 0.70 -4.69 6.12
N 2.02 -1.75 -2.36
N -0.13 0.14 2.01
N 2.21 -2.62 -0.40
N -0.30 2.16 0.19
C 1.90 -3.12 -2.50
C 0.32 3.73 1.86
C -0.31 -3.39 2.94
C -0.06 -3.36 4.31
C -0.27 4.47 -0.33
C 0.03 -4.60 5.13
C -0.08 -1.00 2.84
C 0.09 2.43 1.44
C 2.02 -3.67 -1.27
C 0.16 -2.14 4.94
C -0.47 3.14 -0.68
C -0.32 -2.21 2.21
C 0.12 4.77 0.96
C 0.13 -0.96 4.22
C 2.19 -1.43 -1.05
C 0.24 1.30 2.37
C 1.87 -0.78 -3.42
H 2.21 -1.22 -4.35
H -0.43 5.25 -1.06
H 0.62 3.92 2.88
H 0.33 -2.13 6.01
H -0.54 -2.23 1.15
H -0.51 -4.32 2.42
H -0.79 2.86 -1.67
H 1.98 -4.69 -0.96
H 1.72 -3.58 -3.45
H 0.65 1.51 3.35
H 0.27 5.80 1.27
H -1.28 -5.40 3.98
H 0.24 -0.02 4.74
H 2.27 -2.67 0.61
H 2.46 0.10 -3.17
H 0.82 -0.49 -3.51
*
```

Calculated values
E_HOMO: -3.82 eV
Energy above the lowest of the compared OMol25 structures with the same formula, charge and spin: 12.6 kcal per mole
Frontier orbital gap: 4.44 eV
E_tot: -13050.65361 Ha

No. 2
The following is a DFT calculation (ωB97M-V/def2-TZVPD) of C17H17AuClF3N2O3S2Te as an isolated structure.

Structure (ORCA input):
```
! wB97M-V def2-TZVPD RIJCOSX def2/J DEFGRID3
* xyz 0 3
Au 0.83 1.39 -0.16
Te 1.90 -0.96 -0.24
Cl -1.39 -4.86 -2.50
S 0.52 0.18 3.26
S 0.57 3.76 0.05
F -1.41 -1.36 4.17
F -0.23 -2.24 2.57
F 0.59 -2.10 4.57
O 1.81 -0.13 2.68
O 0.54 0.87 4.53
O -0.45 0.70 2.30
N 1.06 3.79 2.72
N -1.05 3.73 2.23
C -1.55 0.84 -0.79
C -1.04 3.51 3.68
C -0.17 -1.47 3.68
C 1.65 -1.98 -4.99
C 1.92 -2.69 -2.71
C -1.55 -0.52 -1.21
C -1.52 -2.89 -0.65
C 0.18 3.73 1.73
C 1.62 -0.35 -3.23
C 1.81 -1.36 -2.29
C -1.47 -3.20 -2.00
C 1.55 -0.66 -4.58
C 0.42 3.86 4.03
C -1.50 -0.87 -2.58
C 1.83 -3.00 -4.06
C -1.46 -2.20 -2.97
C -1.56 -1.56 -0.26
H 0.51 4.87 4.44
H 1.53 0.68 -2.90
H -1.53 -3.68 0.08
H -1.75 4.15 4.18
H 1.90 -4.03 -4.38
H -1.41 -2.46 -4.02
H -1.48 -0.09 -3.33
H 0.85 3.13 4.72
H -1.81 1.06 0.24
H 1.59 -2.23 -6.05
H -1.82 3.44 1.64
H 2.06 -3.48 -1.99
H 2.05 3.79 2.55
H -1.62 -1.31 0.79
H -1.25 2.46 3.90
H -1.69 1.62 -1.53
H 1.41 0.13 -5.31
*
```

Calculated values
E_HOMO (spin up / spin down): -7.21 / -8.63 eV
Energy above the lowest of the compared OMol25 structures with the same formula, charge and spin: 0.0 kcal per mole
Frontier orbital gap (spin up / spin down): 7.49 / 6.29 eV
E_tot: -2953.12826 Ha

No. 3
The following is a DFT calculation (ωB97M-V/def2-TZVPD) of a 5-piece molecular cluster, C17H17BCl16N2O4S overall in a non-equilibrium geometry.

Structure (ORCA input):
```
! wB97M-V def2-TZVPD RIJCOSX def2/J DEFGRID3
* xyz 0 1
Cl 7.04 0.69 -4.29
Cl 4.20 0.69 -4.84
Cl 9.54 -0.81 1.44
Cl 1.87 -8.09 1.31
Cl 4.24 1.72 1.04
Cl 0.61 -5.75 0.15
Cl 7.53 -1.70 -0.46
Cl 3.06 4.36 1.29
Cl 4.82 3.36 3.36
Cl 7.37 0.96 0.68
Cl 1.57 -5.67 2.88
Cl 5.14 0.77 -2.10
Cl 6.84 -1.36 2.33
Cl 5.90 4.08 0.77
Cl 3.46 -5.75 0.68
Cl 5.44 -1.65 -3.66
S -5.21 -2.28 -1.33
O -6.42 -2.86 -1.93
O -4.22 -3.45 -0.71
O -4.55 -1.45 -2.34
O 1.25 0.78 2.21
N -1.96 1.31 0.52
N -0.54 3.45 -1.13
C -4.97 1.22 0.66
C 0.20 -1.20 0.74
C -2.63 2.27 -0.23
C 1.88 -6.31 1.26
C -2.77 4.26 -1.82
C -5.73 -1.28 0.14
C -4.52 -0.29 0.50
C -4.92 3.23 -0.97
C 7.82 -0.73 1.00
C -1.92 3.29 -1.04
C 0.92 -2.24 1.73
C 5.46 0.12 -3.72
C -0.60 1.41 0.42
C 0.07 2.48 -0.38
C 4.51 3.38 1.62
C -4.14 2.24 -0.20
C -4.22 4.26 -1.81
B 0.34 0.34 1.20
H -3.29 -3.23 -0.95
H -6.70 -0.74 -0.04
H -3.63 -0.43 -0.16
H 0.20 -3.02 2.09
H -0.87 -1.52 0.61
H 2.08 1.00 1.72
H 1.71 -2.79 1.13
H -6.05 1.28 0.30
H -6.03 3.23 -0.92
H -4.18 -0.63 1.53
H -5.91 -2.04 0.95
H -5.01 1.56 1.74
H 1.43 -1.73 2.60
H -2.25 5.03 -2.45
H -4.75 5.05 -2.40
H 1.20 2.50 -0.37
H 0.70 -1.32 -0.27
*
```

Calculated values
E_HOMO: -8.72 eV
Frontier orbital gap: 8.08 eV
E_tot: -8854.46037 Ha
Structure (SMILES): CCB(O)c1cnc2cccc(CCCS(=O)(=O)O)c2n1.ClC(Cl)(Cl)Cl.ClC(Cl)(Cl)Cl.ClC(Cl)(Cl)Cl.ClC(Cl)(Cl)Cl

No. 4
The following is a DFT calculation (ωB97M-V/def2-TZVPD) of C17H17Cl2MgNO as an isolated structure in a non-equilibrium geometry.

Structure (ORCA input):
```
! wB97M-V def2-TZVPD RIJCOSX def2/J DEFGRID3
* xyz 0 1
Cl 0.26 -4.10 2.75
Cl 0.11 -0.74 6.92
Mg 0.51 -0.12 -0.40
O 0.12 -1.63 1.08
N 0.14 0.92 1.98
C 0.15 -2.28 4.70
C -1.07 1.12 -3.50
C -1.02 -1.05 -2.04
C 1.24 1.13 -2.49
C 0.08 -1.44 2.35
C 0.11 -0.98 5.22
C 0.07 0.14 4.33
C 0.12 -2.51 3.32
C 0.05 1.47 4.79
C 0.22 1.91 -3.23
C -0.02 2.48 3.84
C 0.09 -0.09 2.90
C 0.84 -1.02 -3.81
C -0.31 -1.80 -3.14
C -0.02 2.16 2.46
C 1.57 -0.16 -2.81
C -1.48 0.34 -2.21
H 1.99 1.75 -1.96
H -2.60 0.31 -2.17
H -0.17 2.96 1.73
H -1.88 1.85 -3.68
H 0.18 -2.66 -2.63
H 0.07 1.72 5.85
H 2.59 -0.54 -2.59
H -0.09 3.51 4.14
H 1.56 -1.76 -4.20
H 0.02 2.86 -2.69
H 0.52 -0.53 -4.76
H -0.95 -2.24 -3.96
H 0.21 -3.12 5.41
H -1.63 -1.72 -1.43
H -0.98 0.46 -4.36
H 0.53 2.28 -4.23
H -1.11 1.11 -1.45
*
```

Calculated values
E_HOMO: -6.27 eV
Energy above the lowest of the compared OMol25 structures with the same formula, charge and spin: 28.3 kcal per mole
Frontier orbital gap: 5.79 eV
E_tot: -1908.40932 Ha

No. 5
The following is a DFT calculation (ωB97M-V/def2-TZVPD) of one molecule with the formula C17H17ClFNO2 in a non-equilibrium geometry.

Structure (ORCA input):
```
! wB97M-V def2-TZVPD RIJCOSX def2/J DEFGRID3
* xyz 0 1
Cl 5.36 -3.00 -0.07
F -5.71 -1.05 -2.05
O 2.07 2.73 -0.62
O -4.62 -0.41 1.50
N 1.01 2.09 0.01
C -3.60 0.84 -0.35
C -1.26 1.44 -0.11
C 3.82 1.23 0.13
C 3.71 -1.07 0.85
C -3.58 0.21 0.89
C -2.38 0.20 1.63
C -6.06 -1.87 0.16
C -0.08 2.07 -0.65
C 3.25 2.62 0.16
C 5.34 -0.40 -0.79
C 3.25 0.23 0.91
C 4.86 0.90 -0.73
C 4.76 -1.37 0.00
C -5.26 -1.97 -1.13
C -5.89 -0.52 0.88
C -1.25 0.80 1.14
C -2.45 1.44 -0.83
H 6.16 -0.65 -1.45
H 3.94 3.34 -0.29
H -6.61 -0.47 1.70
H -4.20 -1.76 -0.96
H -2.48 1.93 -1.80
H 3.04 2.92 1.19
H 2.43 0.48 1.56
H -0.16 2.53 -1.63
H -2.39 -0.29 2.59
H -0.33 0.79 1.71
H 3.27 -1.84 1.46
H -5.75 -2.67 0.83
H -4.49 0.87 -0.96
H -7.12 -1.99 -0.07
H -6.08 0.31 0.20
H -5.38 -2.96 -1.59
H 5.30 1.66 -1.35
*
```

Calculated values
E_HOMO: -8.16 eV
Energy above the lowest of the compared OMol25 structures with the same formula, charge and spin: 0.0 kcal per mole
Frontier orbital gap: 8.87 eV
E_tot: -1423.23064 Ha
Structure (SMILES): FCCCOc1ccc(/C=N/OCc2ccc(Cl)cc2)cc1

No. 6
The following is a DFT calculation (ωB97M-V/def2-TZVPD) of C17H17ClINOPb as an isolated structure in a non-equilibrium geometry.

Structure (ORCA input):
```
! wB97M-V def2-TZVPD RIJCOSX def2/J DEFGRID3
* xyz 0 1
Pb -0.14 0.16 -1.27
I 3.44 3.22 1.85
Cl 0.89 0.65 6.22
O 1.66 1.16 0.47
N -0.26 -0.58 1.39
C 2.07 1.98 2.65
C -1.50 0.30 -2.97
C 0.37 0.22 2.27
C -1.05 1.09 -4.13
C 0.16 0.09 3.67
C -0.33 -1.85 -3.75
C -1.43 -1.66 3.17
C 0.96 0.88 4.53
C 1.45 -0.10 -2.90
C 1.89 1.79 4.01
C -1.35 -1.15 -2.79
C 0.99 -1.03 -4.03
C 1.38 1.15 1.66
C -1.22 -1.44 1.79
C 0.27 1.92 -3.92
C 1.18 1.29 -2.91
C -0.76 -0.92 4.10
H 2.53 2.33 4.68
H -1.84 -1.97 1.06
H 0.97 -0.49 -4.98
H -1.81 1.86 -4.31
H -0.07 -2.82 -3.35
H -2.20 -1.83 -2.70
H -2.13 -2.44 3.46
H -2.15 0.81 -2.31
H -0.92 -1.09 5.16
H 1.81 -1.78 -4.10
H -1.17 -1.54 -1.50
H 2.25 -0.51 -2.27
H -0.95 0.47 -5.02
H -0.81 -1.98 -4.75
H 0.02 2.95 -3.59
H 0.81 2.01 -4.89
H 1.99 1.92 -2.53
*
```

Calculated values
E_HOMO: -6.23 eV
Energy above the lowest of the compared OMol25 structures with the same formula, charge and spin: 16.9 kcal per mole
Frontier orbital gap: 4.69 eV
E_tot: -1738.48958 Ha

No. 7
The following is a DFT calculation (ωB97M-V/def2-TZVPD) of C17H17ClN4PdS as an isolated structure.

Structure (ORCA input):
```
! wB97M-V def2-TZVPD RIJCOSX def2/J DEFGRID3
* xyz 0 1
Pd -0.23 -0.30 0.28
Cl -4.79 1.34 -3.22
S 1.95 -0.68 1.01
N -3.30 -0.40 1.47
N 4.00 -5.37 -3.70
N 2.43 -1.20 -1.54
N 4.19 -1.50 -0.08
C 3.14 -4.95 -3.06
C 2.15 -4.38 -0.88
C 1.17 -3.78 -0.13
C 0.08 -3.12 -0.72
C 2.08 -4.37 -2.28
C -2.17 -0.16 1.41
C -3.31 2.28 -1.15
C -2.16 0.91 -2.76
C 0.97 -3.79 -2.89
C 0.23 1.73 0.03
C 2.90 -1.17 -0.28
C -0.98 1.05 -2.03
C -0.95 1.79 -0.84
C -0.01 -3.18 -2.13
C -2.15 2.40 -0.42
C -0.89 -2.37 0.07
C -3.31 1.51 -2.32
H -1.01 -2.76 1.07
H 4.54 -1.52 0.85
H -2.17 0.33 -3.68
H 0.22 2.37 0.90
H 0.89 -3.82 -3.97
H 2.99 -4.87 -0.40
H -0.06 0.62 -2.41
H -2.15 2.96 0.50
H 2.91 -1.76 -2.22
H 1.19 1.75 -0.48
H 1.43 -1.15 -1.65
H -4.27 -0.62 1.53
H -4.22 2.76 -0.83
H -0.86 -2.73 -2.62
H -1.86 -2.29 -0.43
H 1.24 -3.79 0.95
H 4.77 -1.85 -0.83
*
```

Calculated values
E_HOMO: -6.96 eV
Energy above the lowest of the compared OMol25 structures with the same formula, charge and spin: 3.6 kcal per mole
Frontier orbital gap: 6.71 eV
E_tot: -1863.24751 Ha

No. 8
The following is a DFT calculation (ωB97M-V/def2-TZVPD) of C17H17ClV as an isolated structure in a non-equilibrium geometry.

Structure (ORCA input):
```
! wB97M-V def2-TZVPD RIJCOSX def2/J DEFGRID3
* xyz -2 4
V 0.34 -0.51 -0.18
Cl -1.27 -1.58 -1.48
C 1.80 0.52 0.76
C -0.75 0.01 4.65
C -2.11 -0.35 4.66
C 3.08 -2.80 -1.75
C 1.25 -2.73 -3.14
C 0.49 -1.90 1.64
C 2.06 -3.61 -1.17
C 0.58 1.29 0.80
C -2.64 -1.12 3.62
C -0.44 -1.32 2.63
C -1.82 -1.59 2.60
C 0.08 -0.48 3.65
C 2.57 -2.26 -2.97
C 2.15 0.34 -0.62
C 0.93 -3.58 -2.03
C 0.17 1.52 -0.54
C 1.16 0.97 -1.42
H 0.00 -4.10 -1.86
H 1.15 1.05 -2.50
H 0.16 -2.82 1.15
H -3.68 -1.43 3.63
H 3.11 -1.61 -3.66
H -2.21 -2.21 1.79
H 4.07 -2.63 -1.34
H -0.69 2.11 -0.83
H 3.01 -0.19 -0.98
H 1.16 -0.29 3.68
H 0.59 -2.49 -3.97
H 0.05 1.62 1.70
H 1.54 -1.90 1.96
H 2.13 -4.16 -0.24
H -0.31 0.61 5.46
H 2.33 0.09 1.60
H -2.73 0.00 5.48
*
```

Calculated values
E_HOMO (spin up / spin down): 0.29 / 0.29 eV
Energy above the lowest of the compared OMol25 structures with the same formula, charge and spin: 0.0 kcal per mole
Frontier orbital gap (spin up / spin down): 4.94 / 4.90 eV
E_tot: -2062.11716 Ha

No. 9
The following is a DFT calculation (ωB97M-V/def2-TZVPD) of C17H17F2IrN4O6PSe as an isolated structure in a non-equilibrium geometry.

Structure (ORCA input):
```
! wB97M-V def2-TZVPD RIJCOSX def2/J DEFGRID3
* xyz 1 1
Ir 0.08 -0.09 -1.66
Se 1.30 -3.26 -2.35
P 0.02 2.23 -1.88
F 2.67 1.14 -2.31
F 2.00 -0.68 -3.32
O -0.74 2.98 4.92
O 1.32 2.59 5.39
O 3.06 -1.01 0.71
O 3.91 -0.37 2.59
O -1.54 0.16 -0.53
O -2.91 0.42 1.19
N 3.01 -0.46 1.80
N -0.01 -2.26 -1.60
N 0.63 -4.75 -1.75
N 0.32 2.45 4.72
C 0.36 2.81 -3.56
C -2.34 -5.12 0.26
C 0.42 1.55 3.54
C 1.64 0.96 3.28
C -1.79 0.37 0.76
C -1.63 2.90 -1.53
C 0.62 -0.08 1.36
C 2.06 -0.05 -2.10
C -1.23 -5.49 -0.38
C -2.12 -2.76 -0.41
C -0.47 -4.49 -1.08
C -0.59 0.54 1.63
C 1.71 0.15 2.17
C -0.69 1.36 2.76
C -0.87 -3.09 -1.03
C -2.79 -3.74 0.23
C 1.09 3.17 -0.78
H 1.36 2.53 -3.87
H 2.50 1.13 3.91
H -0.36 2.38 -4.25
H -2.92 -5.86 0.80
H -1.89 2.78 -0.49
H -1.63 1.84 3.01
H -2.38 2.39 -2.14
H -2.56 -1.78 -0.52
H 0.27 3.89 -3.57
H 0.81 2.97 0.26
H -1.62 3.96 -1.78
H 0.72 -0.81 0.55
H 0.96 4.24 -0.98
H 2.67 -0.63 -1.40
H -0.86 -6.51 -0.36
H -3.72 -3.49 0.71
H 2.14 2.90 -0.93
*
```

Calculated values
E_HOMO (spin up / spin down): -12.45 / -12.45 eV
Energy above the lowest of the compared OMol25 structures with the same formula, charge and spin: 30.4 kcal per mole
Frontier orbital gap (spin up / spin down): 6.33 / 6.38 eV
E_tot: -4374.86746 Ha

No. 10
The following is a DFT calculation (ωB97M-V/def2-TZVPD) of one molecule with the formula C17H17N3O3S in a non-equilibrium geometry.

Structure (ORCA input):
```
! wB97M-V def2-TZVPD RIJCOSX def2/J DEFGRID3
* xyz 0 1
S -2.66 -1.55 1.82
O -4.06 -1.27 1.68
O -2.26 -2.43 2.87
O -2.93 2.05 0.20
N -1.82 -0.12 1.93
N 0.85 1.39 0.18
N -0.32 1.20 0.82
C 4.47 2.11 -1.84
C 5.02 -0.22 -1.49
C -0.84 -2.06 -2.26
C -1.97 2.99 0.60
C 4.84 3.46 -2.37
C 3.82 -0.42 -0.83
C 3.27 1.90 -1.18
C 5.35 1.03 -1.98
C -0.55 -1.00 -1.42
C 2.93 0.64 -0.67
C -1.04 0.05 0.92
C -0.86 2.38 1.47
C -1.95 -2.01 0.23
C -1.09 -0.99 -0.14
C -2.25 -3.07 -0.59
C 1.68 0.43 0.01
C -1.66 -3.10 -1.85
H 5.69 3.86 -1.82
H 3.57 -1.39 -0.45
H -0.41 -2.08 -3.25
H -2.92 -3.84 -0.26
H -1.25 2.07 2.44
H 0.08 -0.19 -1.77
H 1.48 -0.59 0.36
H -1.54 3.38 -0.32
H 2.57 2.71 -1.05
H 4.01 4.15 -2.28
H 5.71 -1.04 -1.61
H 6.29 1.18 -2.49
H -1.86 -3.92 -2.51
H 5.13 3.38 -3.42
H -3.33 1.64 0.98
H -0.05 3.09 1.60
H -2.43 3.82 1.16
*
```

Calculated values
E_HOMO: -8.50 eV
Energy above the lowest of the compared OMol25 structures with the same formula, charge and spin: 79.8 kcal per mole
Frontier orbital gap: 7.89 eV
E_tot: -1446.13228 Ha
Structure (SMILES): Cc1cccc(/C=N/N(CCO)C2=NS(=O)(=O)c3ccccc32)c1

No. 11
The following is a DFT calculation (ωB97M-V/def2-TZVPD) of a 2-piece molecular cluster, C17H17NO2 overall in a non-equilibrium geometry.

Structure (ORCA input):
```
! wB97M-V def2-TZVPD RIJCOSX def2/J DEFGRID3
* xyz 0 1
O 0.22 2.85 -2.52
O 1.48 1.04 -2.40
N 0.36 1.59 -2.46
C -4.66 -1.38 0.20
C -3.48 -2.11 0.40
C 4.09 -1.97 1.69
C -3.34 0.66 0.17
C -1.99 1.60 -2.74
C -2.13 -0.08 0.28
C 2.86 -1.39 1.34
C -2.24 -1.48 0.45
C -0.84 0.58 0.14
C 5.24 -1.19 1.84
C -4.56 0.02 0.11
C 0.29 -0.02 0.73
C -0.79 0.87 -2.34
C 3.93 0.79 1.32
C 2.75 0.01 1.14
C 5.15 0.19 1.66
C 1.50 0.64 0.80
H -5.62 -1.88 0.17
H -3.26 1.75 0.11
H 4.14 -3.04 1.81
H -1.34 -2.08 0.60
H 3.85 1.87 1.18
H -0.85 1.66 0.03
H 6.03 0.81 1.75
H -2.86 0.93 -2.82
H -3.53 -3.20 0.53
H 6.20 -1.66 2.07
H -0.75 -0.22 -2.48
H -5.48 0.61 -0.02
H 1.97 -2.00 1.22
H 0.24 -1.04 1.13
H -2.26 2.39 -1.99
H -1.84 2.15 -3.70
H 1.54 1.71 0.58
*
```

Calculated values
E_HOMO: -7.60 eV
Energy above the lowest of the compared OMol25 structures with the same formula, charge and spin: 149.5 kcal per mole
Frontier orbital gap: 5.83 eV
E_tot: -863.03800 Ha

Look up the E_tot of the eighth one.
-2062.11716 Ha